1.
DFT (ωB97M-V/def2-TZVPD) results for an isolated molecule of C5H10O2.

The geometry in XYZ format:
```
17
Properties=species:S:1:pos:R:3:forces:R:3
C -1.26351 1.68748 0.27406 -0.062 0.201 0.039
O -1.14548 0.44782 -0.40177 0.213 0.024 -0.143
C 0.14015 0.35067 -1.21978 -0.036 -0.047 -0.052
C 1.24474 0.00071 -0.33216 -0.145 0.312 0.104
C -0.43130 -0.97290 0.85823 -0.076 -0.136 -0.072
C 0.95374 -1.23210 0.48744 -0.159 0.177 0.273
O 1.07242 -2.46520 -0.19552 0.219 -0.037 -0.123
H -0.34334 1.92682 0.83166 -0.184 -0.082 -0.131
H -2.10998 1.61375 0.96253 0.133 0.046 -0.101
H -1.46175 2.47359 -0.46122 0.016 0.003 0.155
H -0.13899 -0.45469 -1.90802 0.022 0.101 0.056
H 0.27092 1.28718 -1.77678 -0.023 -0.203 0.183
H 1.79265 0.81041 0.15653 -0.122 -0.263 -0.119
H -0.64814 -0.42387 1.76678 0.095 -0.059 -0.061
H -1.23577 -1.58121 0.44830 0.175 0.117 0.078
H 1.57466 -1.18325 1.39409 0.006 -0.047 -0.134
H 1.72897 -2.28522 -0.88439 -0.071 -0.107 0.047
```
Forces are in eV/Å.

- 2S+1 = 1

Results of the Löwdin charge analysis, in e, for atoms 1 through 8:
1. C -0.111
2. O -0.259
3. C -0.192
4. C -0.100
5. C 0.168
6. C -0.508
7. O -0.035
8. H 0.090

---

2.
DFT (ωB97M-V/def2-TZVPD) results for a cluster of 2 separate species, C2H2FIO in total at a distorted geometry.

The geometry in XYZ format:
```
7
Properties=species:S:1:pos:R:3:forces:R:3
C 1.33431 0.01239 -0.11698 -0.152 -0.134 1.580
C 0.75257 0.81838 -0.96698 -0.022 -0.120 -0.079
O 1.74194 -0.75256 0.65847 0.240 0.262 -0.511
F 0.28431 2.06169 -0.60426 0.395 -1.095 -0.626
I -2.11538 -0.48007 1.30967 0.189 0.699 -0.156
H -2.58362 -1.94763 1.61922 -0.216 -0.693 0.160
H 0.58587 0.28781 -1.89914 -0.434 1.081 -0.368
```
Forces are in eV/Å.

- 2S+1 = 1
- SMILES = O=C=CF.I

Charge distribution, Löwdin scheme, values in e:
1. C -0.211
2. C -0.165
3. O 0.167
4. F -0.014
5. I 0.477
6. H -0.374
7. H 0.120

---

3.
DFT (ωB97M-V/def2-TZVPD) results for a structure of composition C34H34N4O9SSi2W.

The geometry in XYZ format:
```
85
Properties=species:S:1:pos:R:3:forces:R:3
W 1.14271 -0.28736 -0.32624 0.649 -0.126 0.687
O -1.16059 -1.19629 -2.32510 -0.164 -0.030 -0.342
C -0.11922 -0.62225 -2.52661 0.064 0.011 -0.394
O 0.21111 0.51112 -1.88074 -0.233 -0.482 0.549
C 0.94523 -1.09797 -3.46378 -0.035 -0.046 -0.109
C 0.60919 -1.41614 -4.75990 0.233 -0.030 0.079
C 1.61680 -1.80482 -5.63485 0.043 0.009 0.080
C 2.92983 -1.90970 -5.23038 -0.180 0.060 0.155
C 3.24948 -1.62128 -3.91371 0.032 0.047 0.044
C 2.27850 -1.20166 -2.97446 -0.172 0.120 -0.398
O 2.56262 -0.93424 -1.73287 -0.256 0.291 0.419
N 4.65285 -1.80870 -3.52698 0.001 -0.510 0.074
O 5.45731 -1.99824 -4.41886 0.016 0.229 -0.020
O 4.92834 -1.84511 -2.34274 0.031 0.109 -0.036
N 1.27395 -2.12450 -7.01920 -0.050 -0.047 -0.103
O 0.11109 -1.99934 -7.35025 -0.004 0.008 0.001
O 2.16721 -2.49688 -7.75251 0.026 0.006 -0.006
H -0.41503 -1.35939 -5.09778 -0.019 -0.003 -0.003
H 3.70021 -2.22500 -5.91541 0.011 0.000 -0.025
C 4.64216 1.17600 -0.25004 -0.063 0.206 -0.090
Si 2.83891 1.73920 -0.44034 -0.091 -0.179 -0.236
C 2.68336 2.54831 -2.15355 0.099 0.057 0.191
C 2.48686 3.01917 0.89916 0.074 -0.115 -0.111
C 3.37471 4.06592 1.16639 0.041 -0.004 0.001
C 3.09161 5.00486 2.14196 -0.046 0.041 0.061
C 1.90834 4.90967 2.86893 0.065 0.028 -0.014
C 1.02407 3.87692 2.61213 -0.010 -0.018 0.000
C 1.29927 2.91802 1.62969 -0.141 0.030 -0.042
Si 0.06351 1.54195 1.22205 0.151 -0.106 -0.093
C -0.46900 0.84363 2.91285 -0.025 0.121 -0.144
C -1.43952 2.29707 0.35510 0.054 0.014 0.181
H 5.26574 1.76988 -0.92418 0.010 0.020 0.029
H 4.78770 0.13332 -0.52916 -0.031 -0.046 -0.047
H 5.02236 1.33458 0.76110 -0.031 -0.038 0.016
H 2.74315 3.63376 -2.03357 0.036 -0.009 -0.037
H 1.75001 2.32131 -2.66328 -0.058 -0.019 0.047
H 3.51102 2.23961 -2.79595 -0.013 -0.048 -0.005
H 4.30076 4.15138 0.60690 0.012 -0.017 -0.014
H 3.78572 5.81191 2.34063 0.005 0.001 -0.001
H 1.68099 5.64281 3.63259 0.000 0.006 0.005
H 0.10494 3.82308 3.18607 -0.020 -0.012 -0.003
H -0.39670 1.63806 3.65953 -0.032 0.011 0.010
H 0.13268 0.00697 3.27267 0.057 -0.022 -0.050
H -1.50510 0.50484 2.88338 -0.016 -0.042 -0.018
H -1.53569 3.35008 0.63259 -0.030 -0.015 0.021
H -2.35978 1.78549 0.64671 -0.002 -0.044 -0.021
H -1.35322 2.23928 -0.72904 0.048 0.006 -0.019
C -7.46250 -0.38096 2.50834 -0.021 0.031 0.026
O -6.15525 -0.59230 2.01140 0.014 -0.044 -0.032
C -5.90559 -0.22414 0.71690 0.104 -0.010 -0.023
C -6.79741 0.43741 -0.10335 -0.005 -0.019 0.029
C -6.42499 0.76492 -1.40566 -0.013 0.025 -0.027
C -5.17093 0.42608 -1.87270 -0.012 0.015 -0.039
C -4.26789 -0.24222 -1.05444 0.028 -0.017 0.073
C -4.62218 -0.56770 0.24787 -0.192 0.109 -0.069
N -3.78142 -1.22086 1.14132 0.029 -0.051 0.024
C -2.46546 -1.48514 0.94097 0.034 -0.020 0.069
C -1.68428 -2.17249 1.89056 0.161 0.014 0.006
C -2.19852 -2.77391 3.05947 0.027 -0.070 0.110
C -1.36915 -3.39393 3.97521 -0.155 0.012 -0.005
C 0.00336 -3.45156 3.77203 0.148 0.037 -0.086
C 0.55359 -2.86651 2.63116 -0.045 -0.082 0.143
C -0.27277 -2.24354 1.72500 -0.175 0.105 -0.120
O 0.22600 -1.64360 0.60886 0.050 0.530 -0.301
H -7.69416 0.68564 2.56829 -0.003 -0.015 -0.012
H -7.48052 -0.80886 3.50707 -0.005 0.009 -0.007
H -8.20629 -0.88105 1.88332 0.005 0.001 0.010
H -7.77931 0.70619 0.25812 -0.004 0.000 -0.001
H -7.12670 1.28378 -2.04433 -0.003 0.002 -0.004
H -4.87955 0.67333 -2.88449 -0.008 0.005 -0.009
H -3.29611 -0.51157 -1.44556 -0.009 -0.015 0.015
H -4.20136 -1.43538 2.03123 0.020 0.012 0.017
H -2.03460 -1.13959 0.01601 0.011 -0.011 -0.004
H -3.26526 -2.78026 3.24527 -0.011 0.013 -0.018
H -1.80377 -3.85107 4.85466 0.012 -0.003 0.007
H 0.64491 -3.94899 4.48607 0.003 -0.003 0.005
H 1.61986 -2.90291 2.44902 -0.018 0.006 -0.009
S 4.40043 -0.80989 3.03064 -0.081 0.065 -0.062
C 4.55184 -2.04354 1.85833 -0.065 -0.032 -0.063
C 3.59523 -1.90494 0.91083 0.029 -0.102 -0.044
N 2.75010 -0.84026 1.11494 0.174 0.322 0.016
C 3.07929 -0.16431 2.19182 -0.142 -0.279 0.089
H 5.32693 -2.78843 1.90655 0.007 -0.008 0.013
H 3.46020 -2.51827 0.03367 0.060 0.007 -0.006
H 2.55379 0.72152 2.51668 0.014 0.035 0.023
```
Forces are in eV/Å.

- 2S+1 = 3

Results of the Löwdin charge analysis, in e, for atoms 1 through 8:
1. W 1.525
2. O 0.119
3. C -0.565
4. O -0.226
5. C -0.050
6. C 0.088
7. C -0.126
8. C 0.092

---

4.
DFT (ωB97M-V/def2-TZVPD) results for an isolated molecule of C6H5ClO at a distorted geometry.

The geometry in XYZ format:
```
13
Properties=species:S:1:pos:R:3:forces:R:3
C 0.18416 1.40310 0.63642 -0.660 0.050 0.144
C -0.28742 0.03454 0.99710 1.224 -1.308 0.770
C 0.57484 -1.13485 0.51744 0.468 -0.701 1.562
C 0.50875 -1.27487 -0.79323 -0.543 -0.894 -0.665
C -0.40252 -0.23068 -1.40424 1.427 -0.970 -0.383
C -0.79370 0.64729 -0.23613 -1.100 0.469 -0.955
H -0.31951 2.21035 1.19940 0.848 -0.300 -0.452
H -0.86849 -0.11261 1.89587 -0.123 0.059 -0.030
H 1.17916 -1.85746 1.18030 -1.156 1.516 -0.904
H 0.89022 -2.16401 -1.31187 0.088 0.823 -0.119
H -1.79997 1.01750 -0.28053 -0.237 0.361 -0.056
O -0.71261 -0.19188 -2.57462 -0.221 0.490 1.063
Cl 1.84710 1.65357 0.17409 -0.014 0.405 0.026
```
Forces are in eV/Å.

- 2S+1 = 1
- SMILES = O=C1C=C[C@H]2[C@@H](Cl)[C@@H]12

Results of the Löwdin charge analysis, in e, for atoms 1 through 8:
1. C -0.588
2. C -0.250
3. C -0.052
4. C -0.027
5. C -0.344
6. C -0.176
7. H 0.120
8. H 0.140

---

Here are the calculated molar mass numbers, same order: 102.13, 187.94, 914.74, 128.56 (g mol⁻¹).
Here are the calculated relative energy (zero: lowest compared OMol25 entry of this formula, charge and spin) numbers, same order: 132.3, 29.8, 19.4, 28.9 (kcal/mol).